DFT (ωB97M-V with the def2-TZVPD basis set) results for a 2-piece molecular cluster, C2H6IN2S overall.

Summary:
- total energy (eV) = -24077.487
- gap between HOMO and LUMO (alpha / beta) (eV) = 7.254 / 7.152
- maximum force (eV/Å) = 1.0
- molecular weight (g mol⁻¹) = 217.06
- relative energy (zero: lowest compared OMol25 entry of this formula, charge and spin) (eV) = 0.000
- spin multiplicity = 3
- HOMO (alpha / beta) (eV) = -11.059 / -13.500
- LUMO energy (alpha / beta) (Eh) = -0.1398 / -0.2333
- net charge = +1

The geometry in XYZ format:
```
12
Properties=species:S:1:pos:R:3:mulliken_charge:R:1
C 0.6027 0.0800 -0.9848 0.499
C -0.3473 0.7663 1.1321 -0.677
N 0.3790 -0.2666 -2.2440 -0.395
N -0.4003 0.4196 -0.1836 -0.157
S -0.2006 -1.5100 2.3360 -0.054
I 2.5834 0.0893 -0.3118 0.219
H -1.2543 1.1171 1.5841 0.412
H 0.5917 1.0885 1.5482 0.263
H -0.5572 -0.3233 -2.6256 0.198
H 1.1414 -0.5333 -2.8491 0.218
H -1.3378 0.3280 -0.5759 0.249
H -1.2008 -1.2557 3.1744 0.225
```